# 1
DFT (ωB97M-V with the def2-TZVPD basis set) results for C4H9N3 as an isolated structure in a non-equilibrium geometry.

```
16
Properties=species:S:1:pos:R:3:forces:R:3:lowdin_charge:R:1
C -0.863 0.773 1.025 0.433 -0.389 0.172 -0.041
C -0.103 1.800 -1.183 -0.051 0.168 0.127 -0.036
N 0.433 -1.067 -0.438 0.515 -0.752 0.969 -0.071
C -0.482 0.553 -0.423 -0.249 0.721 -0.967 -0.415
C 0.392 -2.046 0.563 -0.038 0.048 -0.419 -0.296
N -0.703 -0.555 -1.147 -0.380 0.169 0.081 -0.010
N 1.374 -2.686 1.034 0.141 0.001 0.116 0.083
H 1.310 -0.991 -0.946 -0.159 0.168 0.162 0.141
H 2.266 -2.425 0.605 -0.159 0.004 -0.022 0.040
H -0.610 -2.209 0.951 -0.045 -0.057 -0.089 0.112
H -1.510 1.652 1.083 0.085 0.019 -0.171 0.087
H 0.009 0.963 1.656 -0.041 0.097 0.002 0.088
H -1.417 -0.069 1.430 0.077 -0.089 -0.051 0.070
H -0.993 2.116 -1.741 0.053 -0.041 0.048 0.097
H 0.665 1.569 -1.923 -0.076 -0.025 0.074 0.078
H 0.232 2.622 -0.547 -0.106 -0.041 -0.030 0.075
```
Positions in Å, forces in eV/Å.

The HOMO energy is -8.22 eV. Its relative energy (zero: lowest compared OMol25 entry of this formula, charge and spin) is 4.135 eV. As for the net charge: 0. Its spin multiplicity is 1. As for the molar mass: 99.1 Da.

---

# 2
DFT (ωB97M-V with the def2-TZVPD basis set) results for C10H29Ag2N4O4 as an isolated structure in a non-equilibrium geometry.

```
49
Properties=species:S:1:pos:R:3:forces:R:3:lowdin_charge:R:1
Ag -0.983 -5.030 2.834 0.592 0.975 -0.924 0.823
Ag 1.567 -2.783 4.303 -0.419 0.255 -1.183 0.876
C 0.205 -2.848 0.585 0.506 -1.298 -0.323 -0.247
O 0.347 -3.305 1.938 -0.403 -0.221 1.822 -0.538
H -0.456 -1.998 0.414 -0.230 -0.039 0.300 0.051
H 1.163 -2.632 0.111 0.365 0.424 0.496 0.064
H -0.101 -3.706 -0.013 -0.611 0.117 -0.148 0.069
C 3.319 -0.248 -0.079 -0.212 -1.226 0.470 -0.079
C 3.151 1.177 -0.514 0.353 0.005 -0.247 -0.462
C 3.902 1.494 -1.855 0.499 -0.948 2.162 -0.236
O 3.875 2.854 -2.029 1.506 2.622 -1.233 -0.196
C 4.905 3.506 -2.949 -1.267 -1.391 0.864 -0.006
N 1.767 1.480 -0.670 -1.781 0.751 -0.781 0.029
H 2.808 -0.890 -0.796 0.053 -0.094 -0.165 0.076
H 2.839 -0.457 0.877 -0.551 0.384 0.174 0.055
H 4.294 -0.689 0.130 0.495 0.599 -0.610 0.078
H 3.401 1.906 0.257 1.728 -0.231 0.017 0.140
H 3.570 0.963 -2.747 -0.340 -0.358 0.182 0.135
H 4.857 1.102 -1.503 0.922 0.175 -0.878 0.116
H 5.500 4.258 -2.431 -0.472 -0.019 0.347 0.079
H 4.355 3.944 -3.782 0.055 -0.008 0.139 0.080
H 5.614 2.766 -3.322 -0.206 -0.228 -0.002 0.078
H 1.871 2.468 -0.849 -0.789 0.547 -0.918 0.072
H 1.291 1.556 0.218 -0.023 -0.588 0.515 0.055
C -3.008 -1.875 -2.010 -0.513 -1.710 1.051 -0.078
C -3.440 -1.239 -0.651 1.183 3.263 -2.296 -0.369
C -2.759 0.237 -0.793 -0.011 0.637 1.082 -0.171
O -3.397 1.192 0.073 -2.123 -1.297 -0.221 -0.237
C -2.971 2.530 0.166 1.123 -0.548 -0.021 -0.093
N -4.905 -1.102 -0.514 1.298 0.432 -0.460 0.046
H -3.232 -1.385 -2.958 -0.029 0.884 0.491 0.080
H -3.574 -2.799 -2.124 0.075 -0.398 0.140 0.070
H -1.957 -2.165 -2.013 0.095 0.171 0.015 0.065
H -2.942 -1.628 0.237 -0.353 -0.647 -0.119 0.109
H -2.694 0.674 -1.789 -0.582 -0.391 -0.444 0.118
H -1.710 0.154 -0.506 0.436 -0.172 0.283 0.093
H -1.971 2.323 0.546 0.535 1.563 0.058 0.078
H -3.568 3.155 0.830 -0.131 -0.871 0.635 0.092
H -3.014 3.148 -0.731 0.436 -0.583 -0.725 0.086
H -5.149 -0.803 -1.447 -0.669 -0.706 -0.828 0.067
H -4.919 -0.154 -0.168 -0.678 0.331 1.418 0.046
C -1.216 -0.236 3.411 -2.196 5.194 1.582 -0.875
O -1.701 0.818 3.748 -2.121 0.787 1.717 0.078
N -0.305 -0.198 2.570 7.021 -0.077 -6.641 0.184
N -1.431 -1.424 3.802 -2.550 -5.429 3.838 0.173
H -0.174 0.651 2.039 0.051 -0.244 0.145 0.127
H -0.018 -1.082 2.175 0.353 0.415 -0.544 0.048
H -0.859 -2.183 3.462 -0.573 -0.181 -0.181 0.016
H -2.144 -1.496 4.515 0.151 -0.627 -0.052 0.135
```
Positions in Å, forces in eV/Å.

The HOMO energy is -11.34 eV. As for the net charge: +1. Its spin multiplicity is 1. As for the molar mass: 485.1 Da.

---

# 3
DFT (ωB97M-V with the def2-TZVPD basis set) results for C23H32N2O3 as an isolated structure in a non-equilibrium geometry.

```
60
Properties=species:S:1:pos:R:3:forces:R:3:lowdin_charge:R:1
C 2.668 4.026 3.347 -2.715 0.073 -3.485 -0.062
C 2.557 2.721 3.966 3.330 2.967 6.363 -0.461
H 3.486 2.359 4.452 0.240 1.597 0.917 0.147
H 1.813 2.788 4.763 -0.338 -0.752 -0.257 0.131
O 2.525 1.764 3.110 -6.522 -4.939 -4.073 -0.029
C 1.113 1.510 2.893 -2.637 0.989 -0.903 -0.201
O 0.125 2.230 3.383 6.026 -4.359 -2.627 0.012
C 1.076 0.183 1.834 -3.463 2.450 2.946 -0.214
C -0.232 0.335 1.078 -4.730 2.231 1.737 -0.132
C -0.223 1.566 0.026 -1.311 -6.353 -0.353 -0.101
N 0.892 1.190 -0.784 2.285 8.126 4.825 -0.171
C 2.262 1.181 -0.042 -11.912 12.787 -0.043 -0.144
C 2.274 0.299 0.851 -2.551 -13.828 7.987 -0.211
H 3.036 0.055 1.479 3.195 0.322 1.282 0.107
H 2.204 -0.802 0.303 0.049 2.115 0.872 0.195
H 2.916 1.251 -0.638 9.042 0.601 -8.400 0.028
H 2.219 2.417 0.478 0.355 -3.276 -1.208 0.228
C 0.736 0.390 -1.752 1.524 -4.120 -9.211 -0.217
C -0.442 0.449 -2.818 8.028 1.157 6.167 -0.289
C -0.698 1.364 -3.657 9.146 7.567 -5.851 -0.077
C -1.837 1.205 -4.218 -9.975 -2.120 -1.367 -0.246
C -2.780 1.698 -5.055 3.055 4.640 -6.582 -0.073
C -4.056 1.255 -5.380 -0.316 -0.082 2.216 -0.102
C -4.675 0.345 -4.445 4.921 0.279 -3.076 -0.053
C -3.659 -0.400 -3.703 -10.760 -1.252 2.806 -0.062
C -2.562 0.213 -3.462 8.192 2.063 2.382 -0.229
N -1.550 0.022 -2.480 -10.091 -11.675 5.419 0.089
H -1.731 -1.001 -1.805 1.143 4.064 -2.495 0.281
H -4.311 -0.919 -2.803 2.491 0.323 -2.026 0.164
H -5.646 0.125 -4.748 -1.654 -1.179 0.454 0.063
H -4.577 1.675 -6.239 0.034 0.067 0.436 0.094
H -2.139 2.550 -5.912 -2.509 -2.179 2.302 0.182
H 0.081 2.047 -4.154 -1.027 -0.901 1.167 0.169
H 0.760 -0.554 -1.367 -0.471 -4.120 0.288 0.073
H 1.700 0.427 -2.420 -1.359 -0.184 0.686 0.170
H -1.220 1.395 -0.559 1.894 1.315 1.043 0.152
H 0.025 2.439 0.481 -0.236 2.862 1.355 0.071
H -1.376 0.622 1.914 3.709 -0.994 -2.095 0.211
H -0.565 -0.610 0.613 0.397 0.767 0.018 0.075
C 0.839 -1.125 2.977 -1.996 7.120 -0.617 -0.072
C 0.982 -2.264 2.232 3.037 -6.279 -1.003 -0.408
C 0.729 -3.537 3.480 -6.061 -1.683 -12.241 -0.001
C 1.151 -4.814 2.709 -1.228 -0.548 -1.957 -0.191
C 0.307 -4.835 1.402 -0.170 -7.513 1.120 -0.254
C 0.683 -3.868 0.473 -7.352 6.237 -4.090 -0.161
H -0.123 -3.714 -0.593 2.250 -1.203 3.151 0.204
O 0.276 -2.427 1.019 0.241 -2.146 0.786 -0.180
H 1.558 -3.664 0.013 3.498 -0.350 -0.630 0.070
H 0.552 -6.001 0.732 -0.571 3.272 2.022 0.205
H -0.768 -5.033 1.734 1.145 1.105 -1.163 0.138
H 0.880 -5.690 3.264 0.008 -0.658 0.413 0.088
H 2.199 -4.993 2.306 -0.756 1.045 1.348 0.136
H 1.487 -3.381 3.893 10.248 3.390 8.532 -0.027
H -0.273 -3.304 3.560 -1.849 -0.311 1.560 0.096
H 2.058 -2.344 1.874 -0.541 -0.268 0.914 0.157
H -0.328 -1.059 3.354 3.202 0.553 -0.447 0.192
H 1.696 -0.825 3.620 -1.082 -1.182 0.429 0.143
H 3.541 3.923 2.688 -0.793 0.540 -0.868 0.090
H 2.968 4.714 4.024 0.466 2.489 2.296 0.029
H 1.507 4.323 2.891 3.825 -0.656 0.829 0.177
```
Positions in Å, forces in eV/Å.

The HOMO energy is -7.42 eV. Its relative energy (zero: lowest compared OMol25 entry of this formula, charge and spin) is 25.413 eV. As for the net charge: 0. Its spin multiplicity is 1. As for the molar mass: 384.5 Da.

---

# 4
DFT (ωB97M-V with the def2-TZVPD basis set) results for CH2O4 as an isolated structure in a non-equilibrium geometry.

```
7
Properties=species:S:1:pos:R:3:forces:R:3:lowdin_charge:R:1
C 0.146 -0.028 0.038 2.124 0.822 -0.914 -0.843
O 1.223 0.009 -0.829 0.667 -0.555 3.224 0.129
O 1.314 0.055 0.877 -0.933 -0.943 -3.648 0.154
O -0.637 -1.136 -0.008 0.936 0.461 0.161 0.145
O -0.531 1.086 0.025 -3.571 0.331 1.604 0.161
H -0.049 -1.738 -0.490 -0.359 -0.520 0.256 0.131
H -0.264 1.822 -0.493 1.136 0.404 -0.682 0.124
```
Positions in Å, forces in eV/Å.

The HOMO energy is -11.45 eV. Its relative energy (zero: lowest compared OMol25 entry of this formula, charge and spin) is 1.767 eV. As for the net charge: 0. Its spin multiplicity is 1. As for the molar mass: 78.0 Da.

---

# 5
DFT (ωB97M-V with the def2-TZVPD basis set) results for an isolated ion of composition C5H12NO and charge +1 in a non-equilibrium geometry.

```
19
Properties=species:S:1:pos:R:3:forces:R:3:lowdin_charge:R:1
C -1.869 0.638 0.298 -1.065 -1.983 0.778 -0.078
C -0.510 0.149 0.712 2.001 1.394 0.495 -0.350
C -0.433 -1.400 0.906 3.546 1.109 2.784 -0.045
C 0.456 0.569 -0.443 1.178 -0.765 1.430 -0.222
N 0.979 -0.607 -1.293 -1.226 -0.703 -1.180 0.196
C 1.772 1.278 0.045 -3.570 -0.996 -1.655 -0.190
O 1.758 2.372 -0.389 2.107 2.579 0.319 0.130
H -2.483 0.291 1.120 -0.838 0.426 0.018 0.097
H -2.279 0.184 -0.601 0.260 -0.706 -0.206 0.094
H -2.025 1.654 0.084 0.360 1.632 0.415 0.077
H -0.132 0.849 1.627 -0.952 -2.084 -1.723 0.198
H 0.677 -1.745 0.935 -1.524 0.550 -0.740 0.108
H -0.978 -1.836 0.150 -1.158 -1.395 -1.597 0.047
H -0.640 -1.870 1.881 -1.000 0.840 -0.271 0.100
H -0.001 1.379 -1.049 0.277 -1.120 -0.206 0.158
H 1.176 -0.203 -2.221 0.771 -0.230 0.395 0.179
H 1.797 -1.120 -0.864 -1.007 0.834 -0.715 0.184
H 0.255 -1.336 -1.548 0.760 0.815 0.833 0.183
H 2.478 0.755 0.650 1.079 -0.199 0.828 0.134
```
Positions in Å, forces in eV/Å.

The SMILES is CC(C)[C@H]([NH3+])C=O. The HOMO energy is -14.27 eV. Its relative energy (zero: lowest compared OMol25 entry of this formula, charge and spin) is 2.264 eV. As for the net charge: +1. Its spin multiplicity is 1. As for the molar mass: 102.2 Da.

---

| no. | frontier orbital gap (eV) |
| --- | --- |
| 1 | 8.7 |
| 2 | 4.9 |
| 3 | 7.9 |
| 4 | 10.0 |
| 5 | 10.3 |